(1)
{"formula": "C26H24BrCaN5S2", "method": "wB97M-V/def2-TZVPD", "charge": -2, "e_homo_ha": -0.0788, "e_tot_ev": -144957.5836, "symbols": ["C", "H", "C", "Br", "C", "C", "H", "N", "C", "H", "H", "H", "C", "Ca", "C", "H", "C", "C", "C", "H", "C", "H", "C", "C", "C", "C", "H", "C", "H", "C", "H", "H", "C", "H", "C", "N", "H", "C", "C", "N", "C", "H", "H", "H", "N", "H", "H", "H", "C", "C", "H", "H", "H", "H", "C", "N", "S", "C", "S"], "xyz": [[-3.2775, 2.8339, -0.2550], [0.9425, 2.5811, 2.2995], [1.3586, 0.5031, -2.2873], [-1.5815, -6.8681, -0.0728], [-1.1014, 0.0938, 3.2192], [-2.5804, -4.1819, -0.0928], [-1.7389, -0.7075, -2.7959], [-6.6358, 3.3121, -1.3462], [-1.2378, -2.1250, 0.2102], [-0.3847, 1.8079, -3.9052], [-0.4778, -0.6596, -4.0466], [-3.5435, -4.6493, -0.2629], [-1.4427, -4.9556, 0.0422], [-0.9731, 0.4416, 0.1087], [-0.2073, -4.3749, 0.2594], [3.8902, 0.7904, -4.5489], [-3.9691, 5.2041, -0.4395], [-4.2353, 3.8122, -0.5554], [3.1299, -0.8946, 1.3153], [0.5227, 2.1364, 3.9755], [4.1099, 0.8553, -2.4007], [-0.9536, 0.1159, 4.3088], [1.9485, -0.1187, 1.2482], [-0.1317, -2.9847, 0.3384], [1.7111, -0.5533, 3.6452], [2.8935, -1.2848, 3.6861], [-0.2151, 2.5665, -2.2986], [1.2306, 0.0002, 2.4737], [3.2439, -1.7214, 4.6127], [-2.4557, -2.7951, -0.0049], [-1.7196, 1.7441, -2.7119], [0.8572, -2.5614, 0.5112], [-5.5504, 3.4970, -0.9936], [-1.2132, -0.9389, 2.8877], [0.1861, 2.1096, 2.9278], [-0.0960, 0.4677, -2.2714], [-0.2379, -1.6059, -2.5480], [-0.6596, -0.6916, -2.9620], [3.3973, 0.7355, -3.5864], [-3.8186, 6.3479, -0.3640], [2.0809, 0.5273, -1.0612], [5.1801, 1.0325, -2.4212], [-0.7386, 2.6741, 2.8139], [-3.3720, -2.2172, -0.1178], [1.3941, 0.4158, 0.1199], [4.0499, 0.8872, -0.2749], [4.4885, -2.0581, 2.4706], [0.6761, -4.9941, 0.3657], [-0.6360, 1.7218, -2.8395], [2.0199, 0.5806, -3.5019], [1.1341, -0.4203, 4.5538], [1.4303, 0.5331, -4.4113], [3.6752, -1.1036, 0.4069], [-2.0281, 0.6338, 3.0029], [3.5843, -1.4587, 2.4951], [-0.0180, 0.7340, 2.4758], [-1.6924, 3.3074, 0.2399], [3.4699, 0.7601, -1.1784], [-3.6820, 1.1603, -0.4579]], "atomic_forces_ev_per_a": [[0.1, 0.0, -0.3], [0.0, 0.0, 0.0], [0.0, 0.0, 0.0], [0.0, 0.0, 0.0], [0.0, 0.1, 0.0], [0.0, 0.0, 0.0], [0.0, 0.0, 0.0], [0.0, 0.0, 0.0], [0.0, 0.2, 0.0], [-0.1, 0.0, 0.0], [0.0, 0.0, 0.0], [0.0, 0.0, 0.0], [0.0, 0.1, 0.0], [-0.3, 0.2, 0.1], [0.0, -0.1, 0.0], [0.0, 0.0, 0.0], [0.0, 0.1, 0.0], [0.0, 0.0, 0.1], [0.0, -0.1, 0.0], [0.0, 0.0, 0.0], [0.0, 0.0, 0.0], [0.0, 0.0, 0.0], [0.0, 0.0, 0.0], [0.0, 0.0, 0.0], [0.0, 0.0, 0.0], [0.0, 0.0, -0.1], [0.0, 0.0, 0.0], [0.0, 0.0, 0.0], [0.0, 0.0, 0.0], [0.0, 0.0, 0.0], [0.0, 0.0, 0.0], [0.0, 0.0, 0.0], [-0.1, 0.0, 0.0], [0.0, 0.0, 0.0], [0.0, 0.1, -0.1], [0.1, 0.3, 0.0], [0.0, 0.0, 0.0], [0.0, 0.0, 0.0], [0.0, 0.0, 0.0], [0.0, 0.0, 0.0], [-0.1, 0.0, -0.1], [0.0, 0.0, 0.0], [0.0, 0.0, 0.0], [0.0, 0.0, 0.0], [0.2, 0.0, -0.1], [0.0, 0.0, 0.0], [0.0, 0.0, 0.0], [0.0, 0.0, 0.0], [0.1, -0.2, 0.1], [0.0, 0.0, 0.0], [0.0, 0.0, 0.0], [0.0, 0.0, 0.0], [0.0, 0.0, 0.0], [0.0, 0.0, 0.0], [0.0, 0.0, 0.0], [0.1, -0.1, 0.0], [0.0, -0.2, 0.1], [0.0, 0.0, 0.0], [0.0, 0.0, 0.1]]}

=====

(2)
{"formula": "C26H24F2N", "method": "wB97M-V/def2-TZVPD", "charge": 1, "e_homo_ha": -0.3604, "e_tot_ev": -34268.7005, "symbols": ["C", "H", "C", "H", "H", "H", "H", "C", "C", "H", "H", "F", "H", "C", "H", "C", "C", "C", "H", "C", "C", "C", "H", "C", "H", "H", "C", "C", "C", "H", "C", "C", "N", "C", "H", "C", "H", "H", "C", "H", "H", "C", "H", "C", "H", "C", "H", "C", "F", "C", "H", "H", "C"], "xyz": [[6.9426, 1.5332, -3.2066], [-0.1363, -2.0886, -4.6935], [1.9096, -1.4989, -4.8301], [3.9550, -0.9069, -4.6888], [2.5111, 2.4260, 0.9167], [1.9085, -1.9062, -0.0953], [6.9930, 2.6061, -3.4349], [7.4009, 1.2298, -1.7560], [-0.1275, 2.3914, 3.0954], [-0.2349, -1.8092, -2.2385], [2.5169, 3.1710, -1.1654], [-0.9245, 5.2771, -3.1334], [4.7617, 1.8084, -3.3283], [3.0320, -1.0555, -4.1610], [5.3467, 0.4053, -4.2228], [0.8047, 3.3390, 0.1256], [-0.5179, 3.8326, 0.1739], [0.9371, 4.1768, -2.1547], [3.0749, 1.3539, 2.7667], [1.1268, 2.2162, 2.4700], [0.7314, -1.7529, -4.1509], [2.1070, 1.5147, 3.2104], [3.9920, -0.2050, 0.3298], [1.5083, 3.5394, -1.0852], [-1.1018, 3.7330, 1.0647], [-0.9156, 2.9115, 2.5927], [2.0423, -0.9616, -0.6365], [3.4652, -0.4866, -0.5675], [6.1850, 0.5900, -1.0534], [2.6074, 0.4943, 5.0200], [-0.3648, 4.6483, -2.0778], [0.6135, 1.2215, 5.0555], [5.2460, 0.1642, -2.1177], [2.9647, -0.8531, -2.7882], [7.6001, 1.0449, -3.9387], [5.4984, 0.9972, -3.3177], [-2.0906, 4.8468, -0.8646], [-1.3264, 2.0454, 4.8342], [-1.0821, 4.4683, -0.9036], [1.4818, 4.3226, -3.0729], [7.7415, 2.1348, -1.2353], [1.4903, 2.6643, 1.1714], [6.4533, -0.2762, -0.4381], [-0.3702, 1.9068, 4.3564], [8.2564, 0.5418, -1.7504], [3.9779, -0.3883, -1.8159], [5.6684, 1.3097, -0.4076], [1.8543, 1.0310, 4.4668], [0.3682, 0.7461, 6.2952], [0.6669, -1.5940, -2.7803], [1.3494, -0.2253, -0.2116], [1.9531, -1.6560, -5.8937], [1.7862, -1.1544, -2.1029]], "atomic_forces_ev_per_a": [[0.0, -0.1, 0.0], [-0.1, -0.1, -0.1], [0.0, 0.0, -0.2], [0.1, 0.1, -0.2], [0.3, -0.1, -0.1], [-0.2, 0.1, 0.0], [-0.2, -0.3, 0.1], [-0.1, -0.2, 0.0], [0.1, -0.1, 0.1], [-0.3, -0.1, 0.1], [0.2, -0.1, -0.1], [0.6, -0.7, 1.3], [0.1, 0.2, -0.2], [0.2, 0.1, 0.3], [0.1, 0.2, 0.1], [0.0, -0.1, 0.2], [0.0, 0.1, -0.2], [0.1, 0.2, -0.8], [0.2, -0.1, -0.1], [0.0, 0.1, -0.1], [-0.2, 0.0, -0.1], [-0.1, 0.1, -0.2], [-0.1, -0.1, 0.2], [0.0, -0.1, 0.2], [-0.2, 0.1, 0.1], [-0.2, 0.0, 0.1], [-0.2, -0.3, 0.5], [-0.1, 0.2, -0.4], [-0.8, -0.4, -0.3], [0.2, -0.1, 0.0], [0.1, 0.1, -0.4], [0.1, -0.2, 0.3], [0.5, -0.5, -0.4], [0.2, 0.1, -0.4], [-0.2, 0.0, 0.3], [-0.5, -0.4, 0.3], [-0.2, 0.0, 0.1], [-0.2, 0.1, 0.0], [-0.7, 0.2, 0.0], [0.1, 0.0, -0.1], [-0.2, -0.2, -0.1], [-0.5, 0.1, 0.0], [0.0, 0.2, -0.1], [-0.6, 0.1, 0.3], [-0.3, 0.1, -0.1], [1.4, 1.3, 0.2], [0.1, 0.2, 0.2], [0.4, -0.4, 0.6], [0.3, 0.6, -1.5], [0.1, 0.1, 0.3], [-0.1, -0.1, 0.1], [0.0, 0.0, -0.2], [0.6, 0.2, 0.2]]}

=====

(3)
{"formula": "C26H24FNO5", "method": "wB97M-V/def2-TZVPD", "e_homo_ha": -0.2924, "smiles": "COC(=O)c1ccc([C@H]2[C@H](Oc3ccc(OC)cc3)C(=O)N2CCc2ccc(F)cc2)cc1", "e_tot_ev": -41796.4850, "symbols": ["H", "H", "H", "C", "H", "C", "O", "C", "C", "C", "H", "H", "H", "C", "H", "C", "C", "H", "C", "H", "H", "H", "H", "C", "H", "C", "H", "C", "F", "O", "C", "H", "C", "O", "C", "C", "C", "H", "C", "C", "H", "H", "C", "H", "C", "H", "C", "C", "C", "H", "H", "C", "O", "H", "O", "N", "C"], "xyz": [[2.4030, 2.2368, -2.4298], [6.2425, 1.1170, -4.3113], [-4.1146, 2.8279, 6.8520], [-2.1211, 1.3120, 3.5402], [1.9038, -1.2795, -4.6751], [0.9509, 1.0533, -1.3944], [-1.3607, -0.5458, 2.1462], [-1.7371, -0.0054, 3.3555], [-0.6740, -0.4402, -0.1984], [0.5723, -3.5870, -2.5884], [0.8410, -4.5181, -2.1151], [-0.3320, -0.2859, -4.3537], [-2.8852, -1.1185, -3.7553], [-2.4855, 1.7627, 4.8008], [-3.4384, 2.6061, 8.4844], [-2.2342, 0.8870, 0.2415], [-1.0125, -1.8172, -3.0160], [6.6387, 2.1272, -2.9079], [1.1735, -1.7539, -4.0394], [1.4936, -2.0338, -0.1357], [-1.4359, -1.9018, 4.2866], [-2.0968, -1.0942, 6.5410], [3.7425, -1.5774, -1.0791], [-3.2159, 2.5647, 7.4192], [-2.1708, 1.9963, 2.7086], [-2.4749, 0.9004, 5.8879], [-0.8272, -1.5165, -0.0777], [-0.0788, -1.2039, -3.8448], [2.7042, -3.4835, -3.5803], [5.5037, -0.1587, -2.1862], [0.6811, -0.1569, -0.7630], [-1.3938, -3.5155, -1.7696], [-0.6736, -3.0158, -2.4014], [4.6319, 1.6749, -3.1366], [1.6941, -1.1020, -0.6424], [3.2037, 0.3458, -1.8246], [-1.0710, 0.3240, 1.0958], [-2.9629, -1.8199, -2.1349], [4.5609, 0.5671, -2.3808], [-2.2682, 0.2181, -2.2074], [-0.3507, 1.0977, 1.3929], [-3.2545, 0.6893, -2.1881], [-2.0967, -0.4297, 5.6920], [-1.6028, 0.8287, -2.8296], [2.9474, -0.8523, -1.1629], [5.7805, 2.8487, -4.3050], [2.1981, 1.3022, -1.9319], [-1.7301, -0.8765, 4.4438], [1.4840, -2.9401, -3.4010], [-2.4190, 3.2798, 7.1891], [0.1774, 1.8045, -1.4608], [-2.3644, -1.1931, -2.7975], [-2.8130, 1.2416, 7.1657], [-2.7828, 2.7935, 4.9086], [-3.1513, 1.6426, 0.4196], [-1.8037, 0.2176, -0.8470], [5.9051, 1.9554, -3.6984]], "atomic_forces_ev_per_a": [[0.0, 0.1, 0.0], [0.0, 0.1, 0.0], [0.0, 0.0, 0.0], [0.2, -0.3, -0.3], [0.1, 0.0, -0.1], [0.0, -0.1, 0.1], [-0.1, -0.1, 0.0], [0.0, 0.2, 0.2], [0.1, -0.2, 0.3], [0.3, 0.0, -0.1], [0.1, -0.1, 0.0], [0.0, 0.1, 0.0], [-0.1, 0.0, 0.0], [-0.1, 0.0, 0.4], [0.0, 0.1, -0.1], [-0.1, 0.2, 0.5], [-0.1, -0.2, 0.0], [0.0, 0.0, -0.1], [0.2, -0.2, 0.0], [0.0, -0.1, 0.0], [0.0, -0.1, 0.0], [0.0, -0.1, 0.1], [0.1, -0.1, 0.0], [0.0, 0.2, 0.0], [0.0, 0.0, -0.1], [0.0, 0.0, -0.1], [0.1, 0.1, 0.1], [0.0, -0.1, 0.1], [0.0, 0.0, 0.0], [0.0, 0.0, 0.0], [0.1, 0.0, -0.1], [-0.1, 0.0, 0.1], [0.0, 0.1, -0.1], [-0.4, 0.0, 0.1], [-0.1, 0.2, 0.0], [-0.2, -0.1, 0.1], [0.1, 0.1, 0.0], [-0.1, 0.0, 0.0], [0.2, -0.1, 0.0], [-0.2, -0.1, -0.2], [0.0, -0.1, 0.0], [0.1, 0.0, 0.0], [-0.1, 0.2, 0.1], [-0.1, 0.0, 0.0], [0.2, 0.2, -0.1], [0.0, 0.0, 0.0], [0.1, 0.0, 0.0], [0.0, 0.1, -0.2], [-0.2, 0.0, 0.0], [0.0, 0.0, 0.0], [-0.1, 0.1, -0.1], [0.0, 0.3, 0.0], [0.1, -0.3, -0.1], [0.0, 0.1, 0.0], [-0.3, 0.2, 0.0], [0.2, -0.2, -0.4], [0.4, -0.1, -0.1]]}

=====

(4)
{"formula": "C26H24I2N4O5S2Zr", "method": "wB97M-V/def2-TZVPD", "charge": 2, "e_homo_ha": -0.4659, "e_tot_ev": -82688.7942, "symbols": ["N", "H", "H", "H", "C", "C", "H", "I", "N", "H", "H", "C", "H", "C", "C", "H", "H", "H", "S", "H", "Zr", "H", "C", "H", "H", "I", "O", "C", "C", "C", "O", "C", "C", "C", "H", "O", "C", "H", "C", "O", "H", "S", "H", "C", "C", "C", "C", "O", "H", "C", "C", "C", "H", "H", "H", "C", "N", "H", "C", "C", "N", "C", "H", "C"], "xyz": [[2.3250, 0.2456, -0.2260], [-2.5732, 5.2786, -2.3396], [3.7145, 0.2365, -2.6046], [0.8039, -4.0182, 2.2052], [2.7554, 0.7633, -2.6011], [-2.3029, 3.4408, 3.1727], [-0.8629, -1.5727, -2.8309], [-0.9977, 3.0752, -3.7094], [-1.7401, -0.9206, 1.6421], [5.6967, -4.7038, 2.5605], [2.7218, -0.6210, -0.5842], [-2.1859, -1.0429, 0.2721], [-3.2712, 5.2248, 2.4732], [-2.7293, 4.9758, -0.2435], [-2.3904, 4.1214, 0.8550], [0.6706, 0.3870, -3.0860], [1.6404, 2.0118, -1.2227], [2.8776, 1.6002, -3.2916], [1.8510, 1.7508, 1.8840], [3.5878, -0.5177, 2.6026], [-0.1199, 0.3461, 0.6556], [3.3808, 1.9483, -0.8877], [-3.7811, -0.5997, -1.4702], [-2.4593, -0.4739, 2.2018], [4.8262, -2.4770, 1.9956], [-3.8349, 6.7080, 0.0461], [-2.0149, 0.0864, -4.5871], [-1.5776, -1.3271, -2.0548], [3.7508, -5.6043, 2.6904], [-1.6586, 2.9519, 0.5582], [-4.4403, -0.0582, -4.2299], [2.5112, 0.4144, 1.1036], [1.6252, -0.1405, -3.0768], [-2.3201, 4.6399, -1.5033], [-2.5336, 3.6034, 4.2156], [-3.1099, -2.0937, -4.6460], [4.1389, -3.2922, 2.1834], [1.8139, -0.4973, -4.0878], [2.3731, -5.4227, 2.5860], [-0.5760, 1.4628, -0.8304], [1.7053, -6.2581, 2.7439], [-3.1660, -0.7204, -4.2185], [-1.2570, 1.6007, 3.5440], [2.5197, 1.3786, -1.2348], [4.6300, -4.5435, 2.4878], [1.8708, -4.1762, 2.2845], [-3.4574, -0.6693, -0.1257], [1.0124, -1.5973, 1.4225], [-1.4931, -1.8115, 2.0644], [-2.8395, -0.9158, -2.4368], [-1.5639, 3.4684, -1.7896], [-1.2701, 2.6321, -0.7491], [4.1428, -6.5846, 2.9276], [-4.1984, -0.4160, 0.6269], [-0.1871, -1.6987, -0.5047], [-2.7090, 4.3413, 2.1983], [3.0401, -0.6915, 1.7671], [-4.7592, -0.2684, -1.7974], [2.7520, -3.1008, 2.0827], [2.2009, -1.8131, 1.7644], [-1.2805, 2.0544, 1.5241], [-1.2119, -1.3781, -0.7186], [1.5254, -1.0387, -2.4551], [-1.5909, 2.3170, 2.8020]], "atomic_forces_ev_per_a": [[0.1, 0.2, 0.0], [0.0, 0.0, 0.0], [0.0, 0.0, 0.0], [0.0, 0.0, 0.0], [0.0, 0.0, -0.1], [-0.1, 0.1, 0.0], [0.0, 0.0, 0.0], [0.1, -0.2, -0.2], [0.0, 0.1, 0.2], [0.0, 0.0, 0.0], [0.0, 0.0, 0.0], [0.5, -0.3, -0.7], [0.0, 0.0, 0.0], [0.0, -0.1, 0.0], [0.0, 0.0, 0.0], [0.0, 0.0, 0.0], [0.0, 0.0, 0.0], [0.0, 0.0, 0.0], [0.3, -0.3, -0.2], [0.0, 0.0, 0.0], [-0.1, 0.0, -0.1], [0.0, 0.0, 0.0], [0.0, 0.0, -0.2], [0.0, -0.1, 0.1], [0.0, 0.0, 0.0], [0.0, 0.0, 0.0], [0.1, 0.1, -0.1], [0.5, 0.0, -0.1], [0.0, 0.0, 0.0], [-0.1, 0.1, 0.1], [-0.2, 0.2, -0.1], [0.0, 0.4, 0.2], [0.0, 0.0, 0.0], [0.0, 0.1, -0.1], [0.0, 0.0, 0.0], [-0.1, 0.0, -0.2], [0.0, 0.1, 0.0], [0.0, 0.0, 0.0], [0.0, 0.0, 0.0], [0.2, 0.3, -0.1], [0.0, 0.0, 0.0], [0.3, -0.3, 0.6], [0.0, 0.0, 0.0], [0.0, 0.0, 0.1], [0.1, -0.1, 0.0], [0.0, 0.0, 0.0], [-0.1, 0.2, 0.4], [-0.1, 0.1, -0.1], [0.1, 0.0, 0.0], [-0.2, 0.2, -0.2], [-0.2, 0.2, 0.2], [0.1, 0.0, 0.1], [0.0, 0.0, 0.0], [0.0, 0.0, 0.0], [-0.2, -0.6, 0.2], [0.0, -0.1, 0.1], [-0.1, -0.1, -0.1], [0.0, 0.0, 0.0], [-0.2, 0.0, 0.2], [0.1, 0.1, -0.2], [0.1, -0.2, 0.1], [-0.4, 0.0, 0.2], [0.0, 0.0, 0.0], [0.0, -0.1, -0.1]]}